1.
The following is a DFT calculation (ωB97M-V/def2-TZVPD) of a structure of composition C64H45HfN9O2Se.

The LUMO energy comes out at -0.05086 Ha. For the total energy, the calculation gives -5558.90459 a.u. As for the frontier orbital gap: 4.3898 eV. Its energy above the lowest of the compared OMol25 structures with the same formula, charge and spin is 0.0 kJ/mol.

CARTESIAN COORDINATES (ANGSTROEM)
Hf1 -0.170 -0.003 -0.095
C1 -1.413 -1.317 7.529
C2 -1.184 -2.484 6.812
C3 -0.900 -2.423 5.455
C4 -0.843 -1.196 4.799
C5 -1.061 -0.031 5.528
C6 -1.349 -0.090 6.885
C7 -0.529 -1.119 3.343
C8 -1.444 -1.631 2.437
C9 -2.638 -2.336 2.809
C10 -3.182 -2.817 1.671
C11 -2.350 -2.376 0.587
C12 -2.563 -2.733 -0.739
C13 -3.738 -3.599 -1.061
C14 -5.044 -3.143 -0.901
C15 -6.114 -3.961 -1.236
C16 -5.895 -5.240 -1.728
C17 -4.596 -5.703 -1.882
C18 -3.525 -4.885 -1.551
C19 -1.745 -2.341 -1.791
N1 -0.578 -1.625 -1.693
C20 -0.170 -1.411 -2.990
C21 1.010 -0.782 -3.358
C22 1.281 -0.485 -4.791
C23 1.378 0.853 -5.173
C24 1.626 1.188 -6.496
C25 1.785 0.188 -7.447
C26 1.697 -1.145 -7.070
C27 1.445 -1.481 -5.748
C28 1.997 -0.427 -2.438
C29 3.362 -0.193 -2.803
C30 4.066 -0.114 -1.651
C31 3.125 -0.236 -0.575
N2 1.857 -0.425 -1.076
C32 3.463 -0.173 0.771
C33 2.546 -0.286 1.811
C34 2.903 -0.172 3.197
C35 1.778 -0.383 3.916
C36 0.728 -0.640 2.975
N3 1.197 -0.531 1.688
C37 4.907 -0.032 1.130
C38 5.632 1.107 0.793
C39 6.977 1.212 1.116
C40 7.616 0.176 1.781
C41 6.902 -0.962 2.125
C42 5.557 -1.065 1.802
C43 -1.121 -1.965 -3.913
C44 -2.077 -2.565 -3.174
N4 -1.304 -1.621 1.065
H1 -1.641 -1.365 8.586
H2 -1.219 -3.444 7.310
H3 -0.711 -3.331 4.897
H4 -1.010 0.926 5.022
H5 -1.523 0.824 7.438
H6 -2.991 -2.471 3.818
H7 -4.060 -3.430 1.566
H8 -5.207 -2.137 -0.534
H9 -7.126 -3.593 -1.117
H10 -6.732 -5.874 -1.989
H11 -4.415 -6.701 -2.259
H12 -2.510 -5.246 -1.665
H13 1.254 1.629 -4.425
H14 1.696 2.230 -6.780
H15 1.984 0.448 -8.478
H16 1.831 -1.927 -7.807
H17 1.387 -2.521 -5.449
H18 3.735 -0.161 -3.814
H19 5.132 -0.006 -1.538
H20 3.894 0.032 3.567
H21 1.671 -0.405 4.987
H22 5.134 1.917 0.277
H23 7.525 2.107 0.848
H24 8.668 0.253 2.024
H25 7.393 -1.775 2.644
H26 5.003 -1.960 2.058
H27 -1.053 -1.902 -4.986
H28 -2.947 -3.097 -3.524
C45 -3.286 1.862 2.789
C46 -2.587 2.831 3.484
C47 -1.242 3.011 3.213
C48 -0.641 2.212 2.258
N5 -1.316 1.261 1.595
C49 -2.615 1.096 1.852
C50 0.714 2.505 1.741
C51 1.640 3.288 2.396
C52 2.758 3.722 1.692
C53 2.884 3.382 0.362
C54 1.951 2.516 -0.195
N6 0.910 2.058 0.491
H29 -4.344 1.704 2.940
H30 -3.089 3.468 4.201
H31 -0.682 3.807 3.682
H32 -3.133 0.343 1.275
H33 1.485 3.569 3.428
H34 3.501 4.342 2.177
H35 3.686 3.766 -0.252
H36 2.019 2.199 -1.228
Se1 -1.688 4.213 -0.389
C55 -0.461 4.678 -1.728
C56 0.824 5.167 -1.439
C57 1.738 5.395 -2.452
N7 1.503 5.188 -3.751
C58 0.267 4.763 -4.036
C59 -0.717 4.512 -3.099
H37 1.098 5.363 -0.410
H38 2.729 5.770 -2.205
H39 0.052 4.614 -5.092
H40 -1.699 4.190 -3.420
C60 -5.515 0.459 -2.774
N8 -4.096 0.718 -2.557
C61 -3.334 1.244 -3.552
C62 -2.021 1.493 -3.397
C63 -1.476 1.167 -2.125
O1 -0.238 1.279 -1.822
N9 -2.216 0.607 -1.157
C64 -3.551 0.380 -1.318
O2 -4.272 -0.099 -0.450
H41 -5.898 1.181 -3.492
H42 -6.038 0.566 -1.830
H43 -5.671 -0.554 -3.148
H44 -3.858 1.448 -4.476
H45 -1.405 1.906 -4.177


2.
The following is a DFT calculation (ωB97M-V/def2-TZVPD) of the ion C2H5N2 with charge +1 at a distorted geometry.

Its total charge is +1. The LUMO energy (spin up / spin down) comes out at -0.22458 / -0.23661 Ha. For the total energy, the calculation gives -188.24453 a.u. As for the frontier orbital gap (spin up / spin down): 8.9517 / 8.9318 eV. Its energy above the lowest of the compared OMol25 structures with the same formula, charge and spin is 448.9 kJ/mol.

CARTESIAN COORDINATES (ANGSTROEM)
C1 -0.746 -0.199 -0.275
C2 0.486 0.551 -0.562
N1 1.619 0.230 0.056
N2 -1.357 -0.975 0.523
H1 0.396 0.920 -1.634
H2 -0.065 1.225 0.248
H3 2.485 0.185 -0.439
H4 -2.000 -1.717 0.200
H5 -1.457 -0.942 1.527


3.
The following is a DFT calculation (ωB97M-V/def2-TZVPD) of a cluster of 2 separate species, C4H5ClN2 in total at a distorted geometry.

The LUMO energy comes out at 0.02263 Ha. The structure (SMILES) is ClC1=NN1.C#CC. For the total energy, the calculation gives -724.88645 a.u. As for the frontier orbital gap: 9.7092 eV. Its energy above the lowest of the compared OMol25 structures with the same formula, charge and spin is 654.2 kJ/mol.

CARTESIAN COORDINATES (ANGSTROEM)
Cl1 -0.468 2.104 -0.544
C1 -1.324 0.625 -0.690
N1 -1.445 -0.581 -0.612
N2 -2.556 0.187 -1.309
H1 -2.559 -0.029 -2.326
C2 1.361 -0.474 -0.914
C3 1.054 -0.278 0.240
C4 0.918 -0.278 1.685
H2 2.131 -0.732 -1.657
H3 1.845 -0.699 2.028
H4 1.021 0.862 1.979
H5 0.023 -0.707 2.119


4.
The following is a DFT calculation (ωB97M-V/def2-TZVPD) of a structure of composition C30H50N7O3PPt.

The LUMO energy comes out at 0.00827 Ha. For the total energy, the calculation gives -2242.87189 a.u. As for the frontier orbital gap: 8.7880 eV. Its energy above the lowest of the compared OMol25 structures with the same formula, charge and spin is 0.0 kJ/mol.

CARTESIAN COORDINATES (ANGSTROEM)
Pt1 0.642 0.786 -0.674
N1 -1.011 2.205 -3.002
C1 -0.669 3.279 -3.925
C2 0.550 4.026 -3.387
C3 1.878 3.386 -3.794
C4 2.085 1.955 -3.309
N2 2.130 1.872 -1.826
H1 -1.722 1.577 -3.353
H2 -1.320 2.577 -2.112
H3 -1.489 3.982 -4.116
H4 -0.420 2.822 -4.889
H5 0.470 4.053 -2.294
H6 0.536 5.067 -3.716
H7 2.711 3.999 -3.435
H8 1.952 3.379 -4.885
H9 3.032 1.582 -3.705
H10 1.286 1.307 -3.663
H11 2.286 2.800 -1.445
H12 2.920 1.288 -1.544
O1 -0.004 2.577 0.085
N3 0.651 3.572 0.565
C5 1.850 3.438 1.060
C6 2.618 2.229 1.198
N4 3.315 1.328 1.366
C7 2.456 4.637 1.570
N5 2.960 5.579 1.991
C8 4.008 -2.606 -3.213
N6 2.631 -2.178 -3.001
C9 1.623 -2.769 -3.709
C10 0.344 -2.415 -3.547
C11 0.006 -1.380 -2.583
O2 -1.153 -1.039 -2.372
N7 1.060 -0.813 -1.882
C12 2.368 -1.162 -2.085
O3 3.299 -0.615 -1.502
H13 4.074 -3.689 -3.119
H14 4.629 -2.136 -2.459
H15 4.357 -2.306 -4.203
H16 1.935 -3.539 -4.403
H17 -0.456 -2.877 -4.102
C13 -0.050 0.793 5.171
C14 -0.963 1.699 4.325
C15 -0.711 1.504 2.825
C16 -0.453 0.021 2.540
C17 0.900 -0.387 3.165
C18 1.225 0.462 4.402
P1 -0.600 -0.456 0.770
C19 -2.409 -0.482 0.386
C20 -2.854 0.836 -0.270
C21 -4.374 0.877 -0.363
C22 -5.009 0.966 1.034
C23 -4.131 0.294 2.099
C24 -3.378 -0.900 1.520
C25 -0.126 -2.230 0.669
C26 1.371 -2.539 0.794
C27 1.648 -3.884 0.106
C28 0.483 -4.870 0.311
C29 -0.239 -4.576 1.623
C30 -0.914 -3.191 1.580
H18 -0.566 -0.142 5.413
H19 0.180 1.271 6.125
H20 -0.791 2.748 4.577
H21 -2.012 1.490 4.554
H22 0.171 2.071 2.529
H23 -1.536 1.906 2.240
H24 -1.243 -0.546 3.042
H25 1.707 -0.293 2.436
H26 0.850 -1.438 3.458
H27 1.722 1.388 4.102
H28 1.937 -0.074 5.032
H29 -2.453 -1.236 -0.404
H30 -2.397 0.874 -1.257
H31 -2.493 1.706 0.286
H32 -4.713 -0.030 -0.874
H33 -4.698 1.716 -0.981
H34 -5.995 0.496 1.018
H35 -5.170 2.012 1.304
H36 -4.743 -0.024 2.946
H37 -3.413 1.014 2.498
H38 -4.107 -1.603 1.103
H39 -2.873 -1.446 2.315
H40 -0.415 -2.456 -0.363
H41 1.635 -2.616 1.849
H42 1.996 -1.747 0.381
H43 2.574 -4.306 0.505
H44 1.809 -3.728 -0.964
H45 0.848 -5.898 0.293
H46 -0.231 -4.784 -0.514
H47 0.485 -4.612 2.442
H48 -0.986 -5.342 1.838
H49 -0.984 -2.794 2.596
H50 -1.935 -3.291 1.207


Question: Among the records above, which one has the highest energy above the lowest of the compared OMol25 structures with the same formula, charge and spin?
Answer: C4H5ClN2


Question: Which value of energy above the lowest of the compared OMol25 structures with the same formula, charge and spin does entry 3 give?
Answer: 654.2 kJ/mol